62
Properties=species:S:1:pos:R:3:mulliken_charge:R:1 method="wB97M-V/def2-TZVPD" smiles=CCN(CC)CC.CCCCCC.CCCCCC
C 3.08 103.50 88.05 -0.876
C 3.42 102.11 87.68 -0.715
N 3.07 101.72 86.25 0.033
C 3.93 100.76 85.62 -0.826
C 3.83 99.26 86.16 -0.961
C 1.59 101.70 85.99 0.461
C 1.16 101.45 84.58 -1.885
H 1.97 103.60 87.98 0.105
H 3.42 104.64 87.54 0.107
H 3.16 103.65 89.03 0.627
H 2.99 101.36 88.25 0.408
H 4.46 102.02 87.72 0.486
H 5.07 100.96 85.66 0.325
H 3.73 100.67 84.64 0.532
H 2.77 99.04 86.42 0.262
H 4.35 99.18 87.14 0.294
H 4.28 98.40 85.53 0.333
H 1.19 102.56 86.27 -0.480
H 1.30 101.03 86.60 0.652
H 1.53 100.60 84.01 0.372
H 1.48 102.22 83.99 0.605
H 0.10 101.58 84.45 0.478
C 5.52 108.14 83.25 -1.303
C 5.91 108.51 84.69 -0.199
C 4.74 109.19 85.40 -0.048
C 5.05 109.76 86.80 -0.731
C 5.38 108.50 87.77 -0.008
C 5.21 108.99 89.27 -1.328
H 5.31 108.92 82.49 0.356
H 4.62 107.53 82.94 0.320
H 6.50 107.81 82.86 0.353
H 6.86 109.22 84.61 0.246
H 6.11 107.48 85.06 0.244
H 3.85 108.50 85.51 -0.176
H 4.46 110.19 84.86 0.245
H 4.18 110.38 87.36 0.274
H 5.98 110.47 86.82 0.402
H 6.50 108.27 87.81 0.214
H 4.74 107.70 87.52 0.153
H 4.20 109.52 89.65 0.212
H 6.07 109.73 89.51 0.320
H 5.37 108.28 89.97 0.478
C -0.57 104.69 84.42 -0.749
C -1.26 104.88 85.74 -1.271
C -0.31 105.29 86.86 0.605
C 0.19 106.82 86.82 -0.384
C 0.86 107.25 88.15 -0.538
C 1.29 108.68 88.04 -1.253
H -0.28 105.83 84.18 0.282
H -1.35 104.38 83.70 0.343
H 0.27 104.03 84.61 -0.012
H -1.74 104.15 85.94 0.752
H -2.14 105.68 85.60 0.338
H 0.53 104.46 86.90 -1.088
H -0.57 105.06 87.94 0.515
H -0.72 107.36 86.90 0.220
H 1.07 107.00 86.10 0.160
H 1.66 106.58 88.37 0.231
H 0.18 107.27 88.97 0.470
H 0.51 109.39 88.03 0.408
H 2.13 108.68 87.20 0.053
H 1.78 108.94 88.84 0.555

---

10
Properties=species:S:1:pos:R:3:mulliken_charge:R:1 method="wB97M-V/def2-TZVPD" smiles="C=C=NC(N)=O"
C 1.54 -0.97 0.78 -0.764
C 1.04 -0.56 -0.35 0.533
N 0.36 -0.14 -1.29 -0.503
C -0.96 0.03 -0.66 0.668
N -1.08 1.27 -0.12 -0.377
O -1.77 -0.85 -0.60 -0.546
H 1.95 -0.24 1.48 0.254
H 1.42 -2.01 1.05 0.266
H -1.99 1.56 0.17 0.234
H -0.40 1.98 -0.37 0.235

---

For the records above, the corresponding frontier orbital gap values read 8.72 10.33 eV.
For the records above, the corresponding E values read -766.05891 -301.43104 a.u..
For the records above, the corresponding ΔE to the lowest compared entry with this formula, charge and spin values read 0.004 1.529 eV.